1.
Computed, not measured: C28H19ClF6N5O7Re as an isolated structure, with wB97M-V/def2-TZVPD.

XYZ file:
```
67
Properties=species:S:1:pos:R:3:forces:R:3:lowdin_charge:R:1
Re 0.146 0.204 -0.078 0.3580 0.3704 -0.2999 1.76
Cl -5.599 0.004 0.839 0.0259 0.0046 -0.0118 0.89
F 1.813 -1.869 -1.848 0.0265 -0.0317 -0.0585 0.12
F 4.420 -1.194 -0.202 -0.0015 -0.0104 -0.0036 0.17
F 4.483 0.925 0.212 -0.0260 0.0023 0.0090 0.17
F 5.296 0.179 -1.640 -0.0316 -0.0178 -0.0070 0.18
F 2.003 -0.499 -3.508 0.0077 -0.0275 -0.0096 0.17
F 3.728 -1.567 -2.806 -0.0472 0.0144 0.0084 0.19
O -4.477 0.694 -3.640 -0.0506 -0.0442 0.0240 0.16
O 2.050 0.133 -0.294 -0.1111 -0.3559 0.0773 -0.24
O -0.417 4.622 -0.370 0.0087 0.0161 -0.0197 0.10
O -0.229 0.335 -2.067 0.0417 0.0235 0.0500 -0.15
O -1.789 0.624 -3.645 0.0555 -0.0225 0.0937 0.15
O -6.058 0.640 -2.088 -0.0045 -0.1144 0.0093 0.12
O -0.075 2.085 0.345 -0.2142 -0.0645 0.0422 -0.19
N 0.636 0.360 1.888 0.0391 -0.0156 0.0236 -0.16
N 0.820 1.607 2.399 0.0034 0.0460 0.1535 0.14
N -1.941 0.098 -0.188 -0.2453 0.1535 0.0069 -0.03
N -2.971 -0.014 0.677 0.0061 -0.1651 -0.0847 -0.04
N 0.073 -1.735 0.617 0.0606 -0.0455 0.2019 -0.05
C 0.527 -1.922 1.888 0.1140 0.0458 0.0429 -0.22
C 2.835 1.577 -2.072 0.0395 -0.0216 -0.0689 0.03
C 0.223 6.244 1.164 -0.0059 -0.0783 0.0056 0.01
C -0.220 -4.080 0.370 -0.0219 0.0560 -0.0226 -0.01
C -2.829 -1.640 2.479 -0.0001 0.0512 0.0252 -0.02
C -1.465 0.449 -2.494 -0.0531 -0.0111 -0.1327 -0.48
C -2.579 -1.929 3.811 -0.0103 -0.0263 -0.0228 -0.06
C -4.903 0.560 -2.395 -0.0226 0.2091 -0.0317 -0.49
C -2.415 0.709 2.926 0.0076 -0.0519 0.0229 -0.01
C -2.157 0.405 4.255 -0.0113 0.0302 -0.0410 -0.05
C -2.470 0.320 -1.392 0.0167 -0.1748 -0.0772 -0.10
C 0.439 2.497 1.524 0.0271 -0.1593 -0.0036 -0.33
C 0.617 -3.197 2.434 -0.0151 0.0297 -0.0392 0.02
C 1.153 5.673 3.317 -0.0048 -0.0318 -0.0248 -0.07
C 1.044 4.342 3.010 0.0077 0.0554 0.0616 -0.02
C -0.295 -2.798 -0.122 -0.1033 -0.0577 -0.0414 -0.09
C -2.738 -0.322 2.059 -0.0068 0.0803 0.0391 -0.24
C 4.308 0.019 -0.758 0.0435 0.0267 -0.0458 -0.58
C -2.240 -0.909 4.692 0.0096 -0.0034 0.0339 -0.06
C 0.514 3.919 1.774 0.0503 0.0132 0.0409 -0.09
C 0.853 -0.703 2.588 -0.0672 0.0419 -0.0544 -0.01
C 2.912 0.214 -1.399 -0.0288 0.2130 0.0391 -0.36
C 0.738 6.627 2.380 0.0056 -0.0264 0.0071 -0.04
C 0.246 -4.282 1.668 -0.0001 0.0271 -0.0028 -0.01
C -4.138 0.117 0.015 0.0619 -0.0054 0.0096 -0.56
C 0.102 4.890 0.841 -0.0246 0.0835 0.0006 -0.24
C 2.619 -0.940 -2.416 0.0804 -0.0190 -0.0101 -0.55
C -3.863 0.333 -1.338 -0.0158 0.0471 0.1104 -0.01
H 0.824 7.680 2.611 -0.0017 0.0087 0.0030 0.12
H -3.104 -2.417 1.776 -0.0050 -0.0047 -0.0102 0.13
H -2.053 -1.141 5.732 0.0002 0.0013 0.0069 0.12
H 1.829 1.737 -2.457 0.0136 -0.0110 0.0116 0.09
H -1.904 1.197 4.946 0.0052 0.0042 0.0054 0.12
H 3.080 2.348 -1.343 0.0052 -0.0155 0.0102 0.11
H -0.508 -4.909 -0.259 -0.0050 0.0041 -0.0095 0.13
H -0.631 -2.584 -1.128 0.0025 -0.0473 0.0042 0.13
H 0.975 -3.314 3.447 0.0138 0.0069 0.0033 0.13
H 1.366 3.588 3.713 0.0028 -0.0090 -0.0009 0.11
H 1.205 -0.661 3.609 -0.0180 0.0217 0.0075 0.15
H 3.534 1.641 -2.904 0.0063 -0.0003 0.0067 0.11
H -2.368 1.729 2.565 -0.0121 0.0131 -0.0059 0.13
H 0.318 -5.283 2.071 0.0024 -0.0075 0.0029 0.13
H 1.560 5.982 4.270 0.0066 0.0010 0.0006 0.11
H -2.660 -2.948 4.164 -0.0005 -0.0069 0.0018 0.12
H -0.099 6.970 0.431 -0.0048 0.0032 -0.0134 0.13
H -3.497 0.659 -3.729 0.0250 0.0020 -0.0387 0.07
H -0.452 3.668 -0.511 -0.0096 -0.0228 -0.0107 0.08
```
Positions in Å, forces in eV/Å.

Calculated values
Charge: +1
E_HOMO (spin up / spin down) (eV): -11.50 / -11.50
Kohn-Sham gap (spin up / spin down) (eV): 6.712 / 6.574
Expectation value of S²: 0.757
Multiplicity: 2
Electronic energy (eV): -82081.762


2.
Computed, not measured: C28H19CsF3N4O5S2 as an isolated structure, with wB97M-V/def2-TZVPD.

XYZ file:
```
62
Properties=species:S:1:pos:R:3:forces:R:3:lowdin_charge:R:1
Cs -0.585 -1.874 -1.133 2.7808 -1.3711 -1.4365 1.32
S -0.042 1.716 -0.815 -0.8835 1.4164 -1.0811 0.95
S 5.706 -0.215 4.439 -1.1690 -0.2871 -1.1213 0.97
F -5.698 -0.906 -2.003 0.1284 0.1710 -0.2782 0.11
F -5.435 -2.855 -1.141 0.2419 -0.1629 -0.0689 0.13
F -5.302 -1.106 0.100 -0.0147 0.0612 0.1452 0.12
O -3.034 -1.870 -2.478 -0.3575 -0.0907 -0.7989 -0.11
O 0.313 1.599 0.595 0.4608 -0.4006 1.3728 -0.50
O -0.873 -5.607 -0.458 -1.3724 -1.4773 0.0908 -0.21
O -2.767 -1.066 -0.417 -1.4536 1.0774 1.6545 -0.32
O 1.368 -5.537 -0.568 -0.0695 -0.9276 0.0218 -0.15
N 5.794 -0.381 2.807 -0.0989 0.0175 0.2680 -0.23
N 0.556 -1.303 1.392 0.7015 0.2250 0.3601 0.00
N 2.456 -1.215 -0.607 -0.2037 0.1261 0.4421 0.09
N 4.084 -0.423 4.595 0.2917 0.0507 -0.0482 -0.22
C 2.208 -0.852 3.069 -0.9445 -0.2109 -0.5778 -0.08
C -3.933 1.812 0.291 -0.0033 0.1089 0.0036 -0.07
C 4.198 -0.803 0.992 -0.6405 -0.2147 -0.9983 -0.08
C -0.082 -1.094 3.691 0.1027 0.0071 -0.0724 -0.03
C -3.895 1.889 -2.107 -0.0024 0.0471 -0.0551 -0.07
C 2.831 -1.033 0.667 1.5497 0.1686 -0.5437 -0.13
C 0.298 -4.941 -0.529 1.4963 2.7218 -0.0686 -0.55
C 0.253 4.388 -0.116 -0.0811 -0.2971 0.1384 -0.07
C 4.564 -0.603 2.354 0.7478 0.2391 1.1902 -0.30
C 5.149 -0.779 -0.030 -0.1505 -0.0163 -0.0025 0.00
C 0.537 5.722 -0.348 -0.0225 -0.0139 0.0208 -0.08
C -4.604 1.842 -0.917 -0.0728 0.0203 0.0158 -0.09
C 3.372 -1.197 -1.546 0.2473 -0.0224 -0.3245 -0.12
C 0.183 3.502 -1.176 0.2788 -0.2552 -0.2402 -0.34
C 0.375 3.946 -2.472 -0.0479 -0.1488 -0.0137 -0.09
C -4.960 -1.594 -1.106 -0.3419 -0.1690 0.1854 -0.53
C 1.221 -0.869 4.059 -0.0307 -0.0053 -0.1410 0.00
C -2.551 1.814 0.311 0.2876 0.0909 0.0887 -0.08
C -0.843 -7.041 -0.458 0.2771 -0.0550 -0.0715 -0.13
C 4.736 -0.986 -1.324 -0.1171 0.0025 0.1351 -0.04
C 0.755 6.166 -1.641 0.0813 0.0672 -0.0354 -0.10
C 3.580 -0.625 3.383 1.1258 0.2215 0.6139 -0.30
C 0.662 5.280 -2.702 -0.0083 0.1017 -0.0988 -0.09
C -3.410 -1.501 -1.370 -1.6077 -0.0361 -0.3205 -0.75
C 1.833 -1.067 1.715 -0.5911 0.0544 1.5319 -0.14
C -2.512 1.892 -2.090 0.0662 0.0202 -0.1585 -0.08
C -0.355 -1.310 2.336 -0.1956 0.0194 0.2705 -0.12
C -1.850 1.850 -0.878 0.0245 -0.2755 0.0416 -0.38
H -4.424 1.900 -3.048 -0.0181 -0.0220 -0.0929 0.11
H -1.989 1.771 1.231 0.0185 -0.0994 0.1870 0.11
H -5.683 1.798 -0.937 -0.0744 0.0017 -0.0079 0.11
H -1.372 -1.489 2.012 -0.1375 -0.0467 -0.0734 0.11
H 0.185 -7.362 -0.651 -0.1791 -0.1268 0.0567 0.05
H 0.831 5.630 -3.709 -0.0008 0.0098 -0.0993 0.10
H -1.957 1.932 -3.018 0.0375 -0.1072 -0.1065 0.11
H -0.877 -1.109 4.423 -0.0336 -0.0212 -0.0365 0.11
H -1.508 -7.397 -1.245 -0.0659 -0.0750 0.0303 0.06
H -1.177 -7.410 0.513 -0.0271 -0.0819 -0.0122 0.06
H 6.186 -0.599 0.218 0.0247 -0.0104 0.0248 0.11
H 1.021 7.198 -1.818 -0.0478 0.0912 -0.0408 0.10
H 3.018 -1.363 -2.557 -0.0427 -0.0181 -0.0512 0.11
H 0.299 3.253 -3.298 0.0912 -0.0871 -0.1140 0.11
H -4.488 1.758 1.216 -0.0207 -0.0238 0.0737 0.11
H 5.437 -0.985 -2.145 -0.0190 -0.0124 -0.0555 0.10
H 0.087 4.001 0.877 0.0778 -0.0045 0.1907 0.11
H 1.505 -0.703 5.089 0.0150 0.0012 0.0133 0.11
H 0.604 6.412 0.480 -0.0074 0.0342 0.0782 0.10
```
Positions in Å, forces in eV/Å.

Calculated values
Charge: -1
E_HOMO (eV): -2.37
Kohn-Sham gap (eV): 3.671
Electronic energy (eV): -75914.193


3.
Computed, not measured: a 5-piece molecular cluster, C28H19IN2O9 overall, with wB97M-V/def2-TZVPD.

XYZ file:
```
59
Properties=species:S:1:pos:R:3:forces:R:3:lowdin_charge:R:1
I 2.328 2.387 -2.440 -0.0350 -0.1286 0.1139 0.94
O 3.534 -3.998 3.596 0.0233 -0.0175 0.0171 0.11
O -3.191 2.865 -2.593 0.0111 -0.0412 0.0440 0.08
O 2.066 1.565 1.752 -0.0100 -0.0188 -0.0197 0.08
O 3.780 -2.200 -1.963 -0.0236 -0.0165 0.0495 0.10
O -0.369 -0.538 2.683 0.0495 0.0452 0.0368 0.09
O 0.941 3.044 6.708 -0.0011 -0.0114 -0.0192 0.11
O -0.707 1.649 -2.937 0.1999 0.0595 -0.0015 -0.05
O -7.881 0.535 -1.832 -0.0084 -0.0043 0.0055 0.12
O 1.146 -4.640 -5.856 0.0048 -0.0019 -0.0074 0.11
N -0.004 4.444 -0.054 0.2732 -0.4805 -0.2435 0.18
N -0.425 -1.092 -0.974 0.1394 0.5700 -0.3177 0.20
C 2.241 -2.844 2.000 -0.0153 0.0021 -0.0035 0.03
C 0.394 3.452 -0.487 -0.3342 0.7847 0.5003 -0.33
C 2.639 -3.210 3.382 -0.0206 0.0130 -0.0291 -0.39
C 1.256 -1.979 1.769 0.0157 0.0407 -0.0024 0.02
C 2.633 1.460 4.025 -0.0101 -0.0165 0.0511 0.02
C 1.898 -2.571 4.501 -0.0140 0.0248 0.0146 0.02
C 1.748 -4.083 -4.963 -0.0203 -0.0077 -0.0018 -0.39
C 2.353 1.827 5.271 0.0137 -0.0138 -0.0222 0.02
C -4.502 1.437 -1.249 0.0183 -0.0005 -0.0022 0.03
C -5.681 0.853 -1.059 0.0258 0.0050 0.0022 0.04
C 0.766 2.150 -0.985 0.0881 -0.0087 -0.7086 -0.66
C 3.175 -2.761 -2.852 0.0103 0.0031 -0.0326 -0.38
C -4.268 2.325 -2.411 -0.0355 0.0338 -0.0172 -0.35
C 1.197 2.713 5.571 -0.0032 -0.0002 0.0367 -0.38
C 0.916 -1.704 4.272 0.0113 -0.0100 0.0336 0.01
C 1.748 -3.138 -2.699 0.0105 -0.0238 -0.0008 0.01
C 0.521 -1.340 2.888 -0.0318 0.0195 -0.0439 -0.39
C -5.388 2.544 -3.354 -0.0488 0.0060 -0.0041 0.03
C 1.801 1.916 2.885 0.0317 -0.0156 0.0691 -0.37
C -6.568 1.960 -3.166 0.0243 0.0134 -0.0113 0.03
C 3.177 -3.709 -5.116 0.0250 0.0218 0.0197 0.02
C 3.838 -3.096 -4.138 -0.0010 -0.0019 -0.0324 0.02
C 0.650 2.801 3.180 -0.0372 -0.0092 -0.0299 0.03
C 0.372 3.171 4.426 0.0030 -0.0053 -0.0134 0.03
C -0.400 0.018 -1.281 -0.3353 -0.9807 0.2189 -0.11
C 1.086 -3.750 -3.677 0.0149 0.0103 0.0006 0.02
C -6.809 1.067 -2.003 -0.0066 0.0014 -0.0037 -0.38
C -0.490 1.448 -1.575 0.1020 0.3329 -0.1572 -0.44
H 3.468 0.816 3.779 -0.0021 0.0022 -0.0332 0.13
H -5.878 0.200 -0.218 -0.0249 -0.0071 -0.0080 0.13
H 1.204 1.565 -0.187 0.0344 0.0138 0.2089 0.04
H 2.797 -3.318 1.201 0.0249 0.0138 0.0015 0.12
H 4.879 -2.811 -4.227 0.0006 0.0081 0.0258 0.12
H 0.940 -1.693 0.773 0.0334 -0.0423 0.0739 0.07
H -0.464 3.815 4.667 0.0035 0.0063 0.0258 0.13
H -5.186 3.198 -4.193 0.0294 0.0062 0.0103 0.13
H 0.363 -1.225 5.071 -0.0133 0.0060 -0.0291 0.12
H 2.942 1.505 6.121 -0.0152 0.0200 0.0169 0.12
H 2.206 -2.852 5.500 0.0180 -0.0226 -0.0089 0.12
H -1.396 2.326 -3.012 -0.0724 -0.0577 -0.0931 0.07
H 0.059 3.126 2.333 0.0296 0.0103 -0.0096 0.10
H 0.044 -4.029 -3.587 0.0018 -0.0059 -0.0196 0.12
H 1.282 -2.881 -1.759 -0.0297 0.0406 0.0434 0.09
H -3.672 1.292 -0.569 0.0055 0.0122 -0.0078 0.12
H -7.402 2.103 -3.841 -0.0165 -0.0186 0.0128 0.13
H -1.348 1.849 -1.035 -0.0867 -0.1454 0.3127 0.13
H 3.639 -3.963 -6.061 -0.0240 -0.0126 -0.0108 0.12
```
Positions in Å, forces in eV/Å.

Calculated values
Charge: 0
E_HOMO (eV): -9.94
Kohn-Sham gap (eV): 7.818
SMILES: N#C[C@H](O)[C@@H](I)C#N.O=C1C=CC(=O)C=C1.O=C1C=CC(=O)C=C1.O=C1C=CC(=O)C=C1.O=C1C=CC(=O)C=C1
Electronic energy (eV): -58846.809


4.
Computed, not measured: C28H19IrN4O9S2 as an isolated structure, with wB97M-V/def2-TZVPD.

XYZ file:
```
63
Properties=species:S:1:pos:R:3:forces:R:3:lowdin_charge:R:1
Ir 1.043 -0.215 -0.916 0.0796 0.2385 0.2922 0.97
S 2.798 -1.329 -1.851 0.2151 -0.3430 -0.2975 0.57
S 2.038 1.797 -1.629 -0.1169 0.0653 0.0171 0.55
O -6.358 3.657 2.684 -0.0514 0.0223 0.0515 0.05
O -2.154 1.138 -1.238 0.0213 0.0392 -0.0788 0.06
O -6.021 3.589 0.563 -0.0348 0.0306 -0.0716 0.08
O -1.416 -0.298 -5.025 0.2277 -0.1058 -0.0198 -0.09
O -1.539 0.573 4.957 0.0664 -0.0399 0.0249 0.09
O -3.240 1.656 5.701 -0.0375 0.0141 0.0620 0.05
O -0.020 -0.447 -2.637 -0.0014 0.3205 -0.0179 -0.27
O -0.433 0.853 0.221 -0.3370 -0.0802 -0.2682 -0.16
O 1.997 -0.282 0.900 -0.2509 0.1676 0.1005 -0.22
N -5.708 3.335 1.706 0.2416 -0.1395 0.0415 -0.36
N 0.112 -1.770 -0.053 0.2361 -0.0638 0.1961 -0.19
N -2.534 1.241 4.799 -0.0702 0.0589 -0.2471 -0.35
N 0.530 -2.053 1.246 -0.1141 0.1122 -0.0658 0.08
C 5.893 0.509 -3.675 -0.0194 0.0032 0.0251 -0.15
C 1.799 -2.533 3.732 -0.0100 -0.0186 0.0474 -0.04
C -2.495 1.523 1.060 0.0669 0.0213 0.0386 -0.06
C -2.114 1.197 2.358 0.0695 -0.0041 -0.0011 0.09
C -1.622 1.128 -0.137 0.0751 0.1026 0.2150 -0.59
C 5.021 -0.438 -3.158 0.0197 0.0090 -0.0114 -0.16
C 5.597 1.862 -3.528 -0.0164 -0.0077 0.0136 -0.15
C -0.759 0.942 -4.739 -0.1058 0.0725 -0.0306 -0.07
C -3.678 2.212 0.843 -0.0992 0.0133 -0.0637 0.08
C -1.547 -2.126 -1.791 -0.0168 0.0270 0.0503 -0.14
C -2.808 -1.993 -4.271 -0.0894 -0.0529 0.0527 -0.04
C 4.429 2.239 -2.883 -0.0173 -0.0592 -0.0151 -0.16
C 1.473 -1.218 1.608 0.0932 -0.1112 -0.0414 -0.48
C -2.664 -2.935 -2.083 0.0342 0.0095 0.0155 -0.10
C 3.208 -0.425 4.859 -0.0114 -0.0114 -0.0426 -0.10
C -1.053 -1.204 -2.760 0.2023 -0.1604 0.0607 -0.28
C -2.926 1.581 3.410 0.0221 -0.0304 0.1055 -0.11
C 1.998 -1.367 2.999 0.0081 0.0031 -0.0706 -0.14
C -4.451 2.584 1.929 -0.1046 0.0738 -0.0184 -0.12
C -1.758 -1.151 -4.011 -0.1159 0.0991 0.0398 -0.21
C 2.307 -2.645 5.017 0.0056 0.0012 -0.0134 -0.11
C 2.707 -0.315 3.568 0.0163 0.0161 0.0446 -0.02
C 3.015 -1.593 5.585 -0.0285 0.0274 0.0098 -0.12
C 3.846 -0.068 -2.500 0.0378 -0.2578 0.0052 -0.68
C -4.099 2.285 3.228 -0.0928 0.0431 0.1501 0.06
C -0.958 -2.322 -0.482 -0.0960 -0.1341 -0.1214 -0.08
C -3.280 -2.898 -3.305 -0.0234 0.0192 -0.0755 -0.14
C 3.534 1.291 -2.376 -0.0477 0.0995 -0.0418 -0.71
H 3.753 0.403 5.296 -0.0057 -0.0054 0.0059 0.09
H -3.980 2.447 -0.168 0.0514 -0.0429 -0.0139 0.13
H 6.272 2.618 -3.918 -0.0097 0.0004 0.0024 0.08
H 6.796 0.195 -4.187 0.0004 -0.0043 0.0145 0.08
H -0.926 1.555 -5.627 -0.0310 -0.0020 0.0047 0.08
H -1.467 -2.998 0.205 0.0430 -0.0548 -0.0322 0.12
H 2.847 0.584 2.982 0.0337 -0.0208 -0.0102 0.12
H 0.306 0.809 -4.572 -0.0019 -0.0023 0.0158 0.08
H 5.237 -1.497 -3.262 0.0197 0.0164 -0.0028 0.08
H 3.403 -1.678 6.594 0.0123 -0.0065 -0.0123 0.09
H 2.153 -3.559 5.580 -0.0081 0.0046 -0.0025 0.09
H -1.190 0.658 2.523 0.0027 0.0133 -0.0206 0.13
H 4.177 3.288 -2.767 0.0258 0.0004 -0.0230 0.08
H -4.710 2.586 4.064 -0.0014 -0.0108 -0.0059 0.12
H -3.027 -3.606 -1.309 0.0367 -0.0204 -0.0148 0.09
H 1.240 -3.339 3.277 0.0063 0.0094 -0.0076 0.10
H -3.278 -1.927 -5.246 -0.0118 0.0447 0.0217 0.10
H -1.189 1.428 -3.864 0.0030 -0.0127 0.0286 0.09
H -4.126 -3.537 -3.524 0.0045 0.0038 0.0064 0.08
```
Positions in Å, forces in eV/Å.

Calculated values
Charge: -2
E_HOMO (eV): -1.14
Kohn-Sham gap (eV): 4.324
Electronic energy (eV): -78241.255


Number 1: largest force on an atom 0.596 eV/Å. Number 2: largest force on an atom 3.417 eV/Å. Number 3: largest force on an atom 1.059 eV/Å. Number 4: largest force on an atom 0.502 eV/Å.